A 2-piece molecular cluster, C3H12N2S overall, computed with ωB97M-V with the def2-TZVPD basis set.

Geometry as XYZ:
```
18
Properties=species:S:1:pos:R:3:forces:R:3:lowdin_charge:R:1
C 0.20967 -1.38908 -4.26774 1.71 1.84 -2.67 -0.544
S -1.13066 -0.19017 -3.64290 1.61 -0.26 -1.20 0.034
C 0.22408 1.25654 -3.83217 -1.88 1.29 2.44 -0.436
H 1.09868 -1.30894 -3.59423 -1.03 -1.18 0.07 -0.003
H 0.81497 -1.03115 -5.27761 -1.72 -0.08 1.78 0.042
H -0.20860 -2.30785 -4.69162 0.17 -0.20 1.28 -0.027
H 0.17230 1.61828 -2.73032 0.13 0.10 -2.10 0.005
H 1.22640 0.98144 -3.99106 1.35 -0.96 -0.31 -0.049
H -0.00728 2.04484 -4.58648 -0.36 -0.56 0.71 -0.003
N 0.39794 0.88908 3.70654 5.03 -0.79 0.26 -0.036
C -0.20234 -0.10265 4.51167 -0.96 -1.73 0.30 -0.441
N -1.43173 -0.55351 3.81859 0.38 0.15 1.05 -0.028
H 0.02340 1.81366 3.64498 -0.26 0.31 0.58 0.055
H 1.46433 0.85970 3.99029 -2.89 0.91 -1.16 0.120
H 0.43838 -1.03488 4.64550 0.02 1.38 -0.50 0.114
H -0.38506 0.18525 5.54794 -0.51 0.36 0.16 0.082
H -1.35266 -0.16303 2.87478 -0.12 -0.92 0.24 0.064
H -1.35184 -1.56755 3.87384 -0.70 0.34 -0.92 0.051
```
Forces are in eV/Å.

Values from the calculation:
- Multiplicity: 2
- Gap between HOMO and LUMO (spin up / spin down): 1.71 / 6.62 eV
- Net charge: -1
- <S²>: 0.7516
- ΔE to the lowest compared entry with this formula, charge and spin: 2.2873 eV
- Highest occupied orbital energy (spin up / spin down): 1.1 / -3.9 eV
- E_LUMO (spin up / spin down): 2.76 / 2.71 eV
- Total energy: -629.053512 hartree